Entry 1:
The following is a DFT calculation (ωB97M-V/def2-TZVPD) of an isolated molecule of C4H7NO3.

ORCA input file:
```
! wB97M-V def2-TZVPD RIJCOSX def2/J DEFGRID3
* xyz 0 1
O 0.422 2.340 0.716
O 1.079 0.675 2.057
O 1.395 -0.019 -1.798
N -1.235 -0.853 -1.591
C 0.329 1.180 1.053
C 1.070 -0.475 -0.709
C -0.853 0.171 0.635
C -0.423 -0.859 -0.371
H -0.420 -1.864 0.056
H -0.827 -1.511 -2.258
H -1.653 0.821 0.270
H 1.793 -0.806 0.052
H 1.619 1.433 2.369
H -1.176 -0.282 1.577
H -1.120 0.051 -2.057
*
```

The energy above the lowest of the compared OMol25 structures with the same formula, charge and spin is 40.42 kcal per mole. As for the electronic energy: -437.0790 a.u. The SMILES is N[C@@H](C=O)CC(=O)O.

Mulliken population analysis, charges in e, atoms 1 to 5: -0.559, -0.432, -0.510, -0.756, 0.561


Entry 2:
The following is a DFT calculation (ωB97M-V/def2-TZVPD) of an isolated molecule of C3H6N2O.

ORCA input file:
```
! wB97M-V def2-TZVPD RIJCOSX def2/J DEFGRID3
* xyz 0 1
O 3.081 -1.683 -0.947
N -0.822 0.510 -0.183
N 1.115 -0.550 -0.615
C -1.888 0.970 0.692
C 0.226 -0.116 0.327
C 2.244 -1.243 -0.197
H -2.245 1.958 0.387
H -1.471 1.028 1.698
H 1.033 -0.431 -1.627
H -2.730 0.270 0.696
H -0.974 0.640 -1.184
H 2.259 -1.334 0.901
*
```

The energy above the lowest of the compared OMol25 structures with the same formula, charge and spin is 42.87 kcal per mole. As for the electronic energy: -302.6248 a.u.

Mulliken population analysis, charges in e, atoms 1 to 5: -0.529, -0.029, -0.036, -0.725, -0.557


Entry 3:
The following is a DFT calculation (ωB97M-V/def2-TZVPD) of a cluster of 2 separate species, C3H13N2O in total.

ORCA input file:
```
! wB97M-V def2-TZVPD RIJCOSX def2/J DEFGRID3
* xyz 1 1
O -1.591 -0.280 -3.382
N 0.839 0.326 2.684
N 0.664 -0.271 -1.011
C 1.088 -0.287 1.377
C -1.107 0.474 0.581
C 0.370 0.523 0.284
H -1.446 -0.529 0.829
H -2.274 0.341 -3.687
H 2.168 -0.336 1.160
H 0.733 -1.251 -0.759
H 1.707 0.796 2.948
H 0.795 1.515 0.173
H 0.823 -0.362 3.432
H -1.658 -0.993 -4.009
H 0.846 -1.356 1.334
H 1.345 -0.002 -1.728
H -1.233 1.149 1.428
H -1.849 0.876 -0.118
H -0.222 -0.335 -1.536
*
```

The energy above the lowest of the compared OMol25 structures with the same formula, charge and spin is 22.40 kcal per mole. As for the electronic energy: -306.6000 a.u.

Mulliken population analysis, charges in e, atoms 1 to 5: -0.644, -0.606, -0.224, -0.854, -1.344


Entry 4:
The following is a DFT calculation (ωB97M-V/def2-TZVPD) of an isolated molecule of C16H16ClNO3S.

ORCA input file:
```
! wB97M-V def2-TZVPD RIJCOSX def2/J DEFGRID3
* xyz 0 1
Cl -1.404 -0.917 3.809
S 1.374 -0.003 0.691
O -0.978 -2.668 0.640
O -0.905 0.255 -3.927
O -0.195 -0.987 -2.363
N -1.932 -0.915 -0.258
C 2.099 0.444 2.268
C 2.595 1.339 4.934
C 1.013 -0.547 -3.158
C 3.103 1.146 2.545
C -0.007 -1.002 1.475
C -2.457 -0.944 -2.442
C 0.390 0.470 -4.144
C 1.275 0.253 3.216
C -0.874 0.956 -1.672
C 3.439 1.654 3.789
C -0.982 -1.539 0.468
C -1.103 -0.254 -2.593
C 1.306 0.408 4.629
C -1.804 0.588 -0.356
C -2.579 -1.531 -1.179
C -0.037 -0.583 2.710
H -1.473 1.203 0.677
H 1.502 -1.603 -3.608
H 0.613 0.120 -5.327
H -2.986 0.914 -0.293
H -3.800 -1.655 -0.674
H -2.674 -1.602 -3.276
H 1.650 -0.279 -2.605
H -3.091 -0.124 -2.729
H 2.644 1.421 5.915
H 0.827 0.074 5.363
H -2.202 -2.681 -1.045
H -1.463 1.992 -1.988
H 0.719 1.443 -3.943
H 4.420 2.163 4.063
H 0.022 1.429 -1.303
H 3.956 1.563 1.689
*
```

The energy above the lowest of the compared OMol25 structures with the same formula, charge and spin is 306.36 kcal per mole. As for the electronic energy: -1757.6886 a.u. The SMILES is O=C(c1sc2ccccc2c1Cl)N1CCC2(CC1)OCCO2.

Mulliken population analysis, charges in e, atoms 1 to 5: -0.235, -0.122, -0.516, -0.559, -0.313


> Which of these has the lowest electronic energy?

C16H16ClNO3S


> Which of these has the lowest electronic energy?

C16H16ClNO3S


> Number 2 is which compound?

C3H6N2O